Computed, not measured: 20 unconnected molecules or ions with the total composition H40O20, with ωB97M-V/def2-TZVPD.

Positions of all 60 atoms, in Å:
O: 2.7076 1.2145 -2.4406
H: 3.3554 1.3756 -3.0871
H: 2.1944 2.0775 -2.3923
O: -1.3599 3.2911 1.7212
H: -1.7135 2.8278 0.9810
H: -0.6584 2.6966 1.9058
O: -3.3519 4.2252 -0.3233
H: -3.5575 3.3060 -0.4954
H: -2.4923 4.4936 -0.4440
O: 1.0845 5.2574 -0.4583
H: 0.7803 4.3385 -0.0217
H: 0.4387 5.5659 -1.0450
O: 1.9295 4.5299 2.1050
H: 1.3171 5.1911 2.3289
H: 2.7187 4.9438 2.0650
O: 2.9736 -2.1624 -1.2374
H: 3.3398 -1.5289 -0.6608
H: 3.7473 -2.1807 -1.9937
O: -2.7394 0.3751 0.1265
H: -2.6052 -0.4956 -0.3916
H: -2.1428 0.4485 0.7463
O: 0.4716 0.0045 -2.6917
H: 0.4939 -0.5026 -1.8359
H: 1.2473 0.0715 -3.1413
O: -1.3973 -1.8766 -4.1829
H: -2.0016 -1.7738 -3.6148
H: -0.7570 -1.3631 -3.7677
O: -1.0625 -4.5199 0.5469
H: -1.8144 -5.0647 0.8762
H: -0.2840 -5.2106 0.3812
O: 1.4444 -3.2853 4.2748
H: 1.8104 -3.9002 3.7774
H: 2.0109 -2.5916 4.7406
O: -2.1770 -1.9573 -0.7987
H: -1.8125 -1.6167 -1.6208
H: -2.5719 -2.8409 -0.7991
O: -2.1688 -1.4026 3.0683
H: -1.4457 -0.9199 3.5330
H: -1.6395 -2.2541 3.1113
O: 1.4436 -2.4062 1.2589
H: 0.6286 -1.7797 1.3396
H: 1.1035 -3.1702 1.1396
O: -3.2014 2.6076 -2.7233
H: -4.1257 2.3889 -2.6003
H: -2.9588 2.7688 -3.6893
O: 0.6559 1.3283 4.7960
H: 0.7428 1.9400 3.9536
H: 1.1131 1.7646 5.6458
O: 0.4133 1.0943 1.8183
H: -0.2600 0.7050 1.3500
H: 0.3986 0.6886 2.7812
O: 4.1666 0.5256 2.6744
H: 4.2832 0.5739 1.8442
H: 4.8712 -0.1483 2.9348
O: -3.6104 -2.9729 -2.4580
H: -3.7724 -2.6620 -3.2575
H: -3.5531 -3.8714 -2.6075
O: 2.4036 -2.4924 -4.0308
H: 2.5231 -2.2633 -4.9514
H: 2.4221 -3.4058 -4.0635

Results
Relative energy (zero: lowest compared OMol25 entry of this formula, charge and spin) = 1014.5 kJ/mol
Frontier orbital gap = 10.268 eV
Electronic energy = -41592.510 eV
Charge = 0
HOMO level = -0.378 hartree
LUMO level = -0.03 eV

Computed, not measured: 20 unconnected molecules or ions with the total composition H40O20, with ωB97M-V/def2-TZVPD.

Positions of all 60 atoms, in Å:
O: -0.9709 -4.8050 0.5771
H: -1.5202 -5.2738 1.2054
H: -0.5107 -5.4948 0.0990
O: -1.8728 0.8803 -1.9217
H: -2.5215 0.2969 -2.3156
H: -1.5270 0.3872 -1.1778
O: 3.5848 -0.1813 -1.4585
H: 4.0852 0.5386 -1.0742
H: 2.9143 -0.3828 -0.8058
O: 0.3994 2.8378 -2.3269
H: 0.7482 1.9473 -2.2880
H: -0.5232 2.7244 -2.5556
O: 4.4152 -2.7625 1.7038
H: 4.6265 -3.6099 2.0957
H: 4.0739 -2.2407 2.4300
O: 2.1915 4.4759 -1.1894
H: 1.5265 3.9134 -1.5865
H: 1.7514 5.3168 -1.0652
O: -0.8477 2.2051 1.6411
H: -1.1291 2.1647 2.5551
H: 0.1040 2.1104 1.6785
O: -3.6437 -1.2454 -2.4372
H: -4.3108 -1.6993 -1.9222
H: -3.8671 -1.4429 -3.3468
O: 0.2533 -2.6931 -0.8839
H: -0.4603 -2.0685 -0.7543
H: -0.0037 -3.4605 -0.3726
O: 0.9692 -2.1906 3.2199
H: 1.7333 -1.6927 3.5106
H: 0.8807 -1.9742 2.2917
O: 0.5288 4.9922 2.2246
H: 0.1673 4.6449 1.4092
H: 1.2916 5.5017 1.9512
O: 2.0746 2.9334 0.9434
H: 2.7349 3.3046 1.5286
H: 2.0498 3.5336 0.1981
O: 0.0899 -2.0085 -3.5354
H: 0.4403 -2.2221 -2.6706
H: -0.0358 -2.8573 -3.9597
O: -0.8045 -0.2989 0.0997
H: -1.0180 0.4452 0.6626
H: 0.1451 -0.3926 0.1754
O: -2.1950 4.2794 -1.8930
H: -2.8125 3.7643 -1.3737
H: -1.4177 4.3519 -1.3392
O: -3.5075 -1.0997 0.8207
H: -2.6977 -1.4191 0.4227
H: -3.9799 -1.8930 1.0731
O: 2.3629 -1.0553 0.9828
H: 2.7345 -1.8689 0.6421
H: 3.1196 -0.5563 1.2907
O: 3.5380 -2.6092 -3.6634
H: 2.7454 -2.4285 -4.1688
H: 3.5417 -1.9427 -2.9764
O: -5.3843 0.8273 1.4357
H: -5.8160 0.9912 0.5973
H: -4.7635 0.1221 1.2522
O: -1.1294 -0.8408 4.8768
H: -0.5469 -1.5920 4.7642
H: -2.0045 -1.1877 4.7033

Results
Relative energy (zero: lowest compared OMol25 entry of this formula, charge and spin) = 247.3 kJ/mol
Frontier orbital gap = 9.968 eV
Electronic energy = -41600.462 eV
Charge = 0
HOMO level = -0.379 hartree
LUMO level = -0.36 eV

Computed, not measured: 20 unconnected molecules or ions with the total composition H40O20, with ωB97M-V/def2-TZVPD.

Positions of all 60 atoms, in Å:
O: 1.7245 -0.3008 -5.0190
H: 2.0533 0.4919 -5.3659
H: 1.1868 -0.6896 -5.7137
O: 0.5994 1.0505 4.2342
H: 0.6709 1.5937 5.0206
H: 0.8822 0.1659 4.4898
O: 4.4592 2.4798 2.5450
H: 4.0545 1.6182 2.3331
H: 5.0552 2.3703 1.7954
O: -4.1160 -0.4000 -1.5292
H: -4.0781 -1.3644 -1.2788
H: -4.4045 -0.3760 -2.4417
O: 1.1962 2.5761 1.9217
H: 0.9115 1.6861 2.1172
H: 2.0099 2.7901 2.3610
O: -2.6023 -1.0993 4.3957
H: -2.9495 -1.3236 5.2565
H: -3.1197 -1.6616 3.8222
O: -4.9599 3.2246 0.9555
H: -4.1208 3.5014 0.5842
H: -5.4172 2.7983 0.2271
O: 0.3698 4.7068 3.7606
H: 0.2465 3.8187 3.3918
H: -0.4882 5.0786 3.5227
O: -0.2522 2.0346 -2.1017
H: -0.6054 1.1258 -1.8697
H: 0.6331 1.9152 -2.4988
O: -1.2208 -5.4854 -1.5363
H: -1.3060 -4.9811 -0.7235
H: -0.4143 -6.0046 -1.5110
O: 1.8216 -0.5234 0.7586
H: 1.4859 0.0167 0.0386
H: 1.8890 0.1227 1.4668
O: -1.4837 -0.0457 -1.1079
H: -2.4464 -0.2162 -1.2842
H: -1.6006 -0.1724 -0.1539
O: 5.2041 -2.1564 0.6056
H: 4.8244 -1.3004 0.8328
H: 5.7760 -2.3245 1.3617
O: 3.4553 0.2542 -1.7917
H: 3.4183 -0.6594 -1.5114
H: 3.6739 0.3117 -2.6998
O: -0.5588 -2.6338 -0.2179
H: -0.4412 -2.7196 0.7222
H: 0.2544 -2.4286 -0.6777
O: -1.3028 -1.9105 -4.5130
H: -0.5476 -1.6897 -5.0595
H: -0.9919 -2.0445 -3.6116
O: 1.0804 4.1765 -0.4600
H: 0.3335 4.7731 -0.2673
H: 0.9532 3.4825 0.2413
O: -2.7383 0.1459 -5.4563
H: -2.1186 0.7945 -5.8049
H: -2.2423 -0.2121 -4.6983
O: -3.0431 -2.7831 -1.4226
H: -2.6960 -3.5979 -1.7795
H: -2.2957 -2.4792 -0.8879
O: 1.5432 -1.7254 5.0960
H: 1.7393 -1.2658 5.9141
H: 1.0560 -2.5294 5.2228

Results
Spin multiplicity = 2
Relative energy (zero: lowest compared OMol25 entry of this formula, charge and spin) = 23.3 kJ/mol
Frontier orbital gap (alpha / beta) = 10.103 / 3.419 eV
Electronic energy = -41589.018 eV
<S²> = 0.76
Charge = +1
HOMO level (alpha / beta) = -0.487 / -0.486 hartree
LUMO level (alpha / beta) = -3.14 / -9.82 eV

Computed, not measured: 20 unconnected molecules or ions with the total composition H41O20, with ωB97M-V/def2-TZVPD.

Positions of all 61 atoms, in Å:
O: -1.3560 -1.6448 0.6473
H: -0.3318 -1.9037 0.2219
O: 2.8625 -3.5859 -2.4738
H: 3.6596 -3.1327 -2.6871
H: 2.2048 -3.5775 -3.1394
O: -2.0192 -1.3857 3.2378
H: -1.6642 -0.4402 3.2523
H: -1.4369 -2.0762 3.4061
O: 4.7234 0.2083 -1.8314
H: 5.7102 0.1429 -1.4884
H: 4.8927 1.0316 -2.1993
O: 1.9780 -0.0206 -0.5099
H: 0.0736 -2.9506 -1.3636
H: 2.0227 0.8460 -1.0750
O: 0.4603 -2.2108 -0.9379
H: -1.0176 -5.1313 -0.9273
H: 1.3583 -1.9424 -0.9392
O: -1.1500 -4.1967 -1.0246
H: -1.3067 -3.9528 -0.0049
H: 1.9399 2.5211 2.6966
O: 0.5138 -0.3132 1.8626
H: 0.6120 0.5725 1.7778
H: 1.0271 -0.6872 1.0545
O: -0.9799 2.4875 -0.2374
H: -1.0836 1.5002 -0.4175
H: 2.9349 -0.2847 -0.6746
O: -2.0467 4.6427 -3.1426
H: -1.3341 4.8883 -3.8700
H: -2.1741 3.7283 -3.2621
O: -3.8342 -2.5716 -0.1732
H: -3.5680 -2.3265 0.7509
H: -1.5607 -1.6095 1.6620
O: 0.5251 0.1995 4.1919
H: 0.1041 0.9851 3.8380
H: 0.5592 0.2727 5.1001
O: 4.3182 1.1877 2.9551
H: 4.0119 0.4712 2.4203
H: 3.7656 1.1368 3.7731
O: 0.5908 -0.4421 -4.6673
H: -0.1963 -0.3771 -5.0691
H: 1.2111 0.0681 -5.1901
O: -3.4983 0.3293 -0.6005
H: -4.7036 -2.0919 -0.2679
H: -3.8348 1.0409 -1.2439
O: -1.0209 4.7919 2.9818
H: -1.1984 5.5495 2.2897
H: -1.6844 5.0330 3.5159
O: -0.4629 0.1250 -2.6203
H: -0.6672 -0.4663 -1.8104
H: 0.2147 -0.3052 -3.1636
O: 0.9856 2.3722 2.7907
H: -2.8524 -0.2895 -0.9963
H: 0.5707 3.0727 2.2603
O: -2.2140 -4.3424 1.5049
H: -1.8151 -4.5686 2.3598
H: -3.0395 -4.8266 1.3739
O: 1.4504 4.4333 -1.6899
H: 0.8480 4.3966 -2.4511
H: 1.2422 4.9300 -1.0204
H: -1.8250 -2.4735 0.3387
H: -0.2759 2.7180 -0.9360

Results
Relative energy (zero: lowest compared OMol25 entry of this formula, charge and spin) = 538.0 kJ/mol
Frontier orbital gap = 10.457 eV
Electronic energy = -41606.247 eV
Charge = +1
HOMO level = -0.480 hartree
LUMO level = -2.61 eV